1.
Molecular formula: C4H3N3S
Method: DFT, wB97M-V/def2-TZVPD

Charge: 0
SMILES: N#CC1=NN=CSC1
Energy above the lowest of the compared OMol25 structures with the same formula, charge and spin in eV: 3.3121

Geometry as XYZ:
```
11
Properties=species:S:1:pos:R:3:mulliken_charge:R:1
N -2.35 1.10 -2.09 -0.4466
C -1.33 0.79 -1.53 0.1361
C -0.51 0.06 -0.63 0.5262
N 0.06 -1.01 -1.18 -0.2769
N 1.00 -1.70 -0.36 -0.4705
C 1.42 -1.12 0.70 -0.0363
S 1.25 0.46 1.30 -0.0519
C -0.36 0.72 0.69 -0.3753
H 2.35 -1.44 1.09 0.3902
H -1.17 0.17 1.39 0.2841
H -0.37 1.97 0.63 0.3208
```

---

2.
Molecular formula: C4H8N2O
Method: DFT, wB97M-V/def2-TZVPD

Charge: 0
Energy above the lowest of the compared OMol25 structures with the same formula, charge and spin in eV: 4.2596

Geometry as XYZ:
```
15
Properties=species:S:1:pos:R:3:mulliken_charge:R:1
C 3.20 0.66 0.51 0.1661
C -0.62 -0.16 0.10 0.9149
C -0.23 1.00 -0.79 -1.0686
C -1.95 -0.19 0.80 -1.2442
N 1.32 -1.47 -0.29 -1.2643
N 0.12 -1.25 0.17 0.4592
O 4.01 0.99 -0.20 -0.1699
H -1.02 1.20 -1.62 0.2460
H 0.72 0.73 -1.12 0.2623
H -0.12 1.99 -0.34 0.2692
H -1.95 -0.82 1.66 0.3844
H -2.62 -0.80 0.08 0.2610
H -2.40 0.85 1.04 0.2779
H 1.67 -0.77 -0.83 0.2471
H -0.11 -1.96 0.83 0.2590
```

---

3.
Molecular formula: C5H14
Method: DFT, wB97M-V/def2-TZVPD

Charge: 0
SMILES: CCC.CC
Energy above the lowest of the compared OMol25 structures with the same formula, charge and spin in eV: 1.6194

Geometry as XYZ:
```
19
Properties=species:S:1:pos:R:3:mulliken_charge:R:1
C 1.33 -0.12 1.75 -0.8557
C 0.75 -0.70 0.46 -0.0838
C 1.03 -2.16 0.10 -1.4336
H 2.13 -0.91 1.86 0.3311
H 0.67 -0.02 2.64 0.2152
H 1.63 0.98 1.47 0.2041
H -0.31 -0.57 0.49 0.2780
H 1.11 -0.10 -0.37 0.3144
H 2.23 -2.19 0.07 0.2622
H 0.95 -2.78 1.02 0.3525
H 0.54 -2.51 -0.72 0.4124
C -1.73 0.94 -1.70 -0.8792
C -1.37 1.98 -0.57 -0.5662
H -0.75 0.52 -1.92 0.2086
H -2.21 0.07 -1.21 0.2424
H -2.29 1.22 -2.53 0.3924
H -0.89 2.80 -1.13 0.2316
H -2.15 2.39 -0.06 0.3769
H -0.72 1.41 0.17 -0.0034
```

---

4.
Molecular formula: C18H28N8O5PPtS
Method: DFT, wB97M-V/def2-TZVPD

Charge: +1
<S²>: 2.01
Spin multiplicity: 3
Energy above the lowest of the compared OMol25 structures with the same formula, charge and spin in eV: 0.0000

Geometry as XYZ:
```
62
Properties=species:S:1:pos:R:3:mulliken_charge:R:1
Pt -1.45 -0.02 -0.76 1.7086
N 2.60 4.68 5.36 -0.4859
C 1.95 4.04 4.35 1.0443
C 0.60 4.29 4.08 -0.7819
C -0.04 3.68 3.03 -0.2640
C 0.66 2.81 2.20 -0.3683
C 2.00 2.54 2.46 -0.5332
C 2.64 3.14 3.51 -0.7895
S -0.14 2.06 0.86 1.5401
O -1.47 2.64 0.75 -0.7562
O 0.72 2.10 -0.30 -0.7270
N -0.33 0.45 1.08 -0.3274
C -1.36 0.03 1.90 0.3506
N -1.47 0.30 3.19 -0.5272
C -2.54 -0.20 3.79 -0.2749
C -3.50 -0.96 3.14 -0.7338
C -3.32 -1.19 1.80 0.0426
N -2.24 -0.70 1.18 -0.3100
H 2.06 5.18 6.05 0.2081
H 3.50 4.36 5.65 0.2046
H 0.05 4.99 4.71 0.2945
H -1.08 3.88 2.83 0.4829
H 2.55 1.87 1.81 0.4359
H 3.69 2.94 3.70 0.2939
H -2.64 0.02 4.85 0.4319
H -4.36 -1.36 3.66 0.4060
H -4.01 -1.77 1.20 0.3489
C -3.97 2.28 -1.96 -0.5047
O -4.19 0.86 -2.13 -0.2963
P -2.99 -0.11 -2.45 0.4868
O -3.67 -1.49 -2.73 -0.3753
C -3.83 -2.53 -1.75 -0.5565
O -2.51 0.37 -3.88 -0.2772
C -1.38 -0.24 -4.52 -0.4782
H -4.93 2.70 -1.69 0.2399
H -3.62 2.70 -2.90 0.2899
H -3.24 2.46 -1.16 0.1618
H -3.95 -3.46 -2.30 0.2812
H -4.73 -2.34 -1.16 0.2639
H -2.95 -2.60 -1.12 0.2007
H -0.97 0.50 -5.20 0.2636
H -1.71 -1.12 -5.07 0.2696
H -0.62 -0.52 -3.78 0.1115
C 3.52 -3.78 -2.90 -1.3673
C 4.11 -2.80 -1.89 0.8026
C 4.23 -1.40 -2.48 -1.4090
C 3.33 -2.83 -0.57 -1.2349
N 1.92 -2.49 -0.73 0.8312
C 1.33 -1.34 -1.02 -0.7222
N 0.03 -1.57 -1.10 0.1245
N -0.16 -2.87 -0.82 -0.3014
N 0.96 -3.43 -0.60 -0.5874
H 4.12 -3.80 -3.81 0.4251
H 2.51 -3.49 -3.19 0.2370
H 3.48 -4.80 -2.50 0.3736
H 5.11 -3.15 -1.62 0.3093
H 3.29 -1.07 -2.93 0.2735
H 4.97 -1.40 -3.28 0.4183
H 4.55 -0.66 -1.74 0.3804
H 3.75 -2.15 0.17 0.4461
H 3.32 -3.84 -0.15 0.3692
H 1.81 -0.38 -1.14 0.6369
```

---

5.
Molecular formula: C6H18BaO6
Method: DFT, wB97M-V/def2-TZVPD

Charge: +2
Energy above the lowest of the compared OMol25 structures with the same formula, charge and spin in eV: 0.0000

Geometry as XYZ:
```
31
Properties=species:S:1:pos:R:3:mulliken_charge:R:1
Ba -8.40 -14.35 3.14 1.6981
C -5.71 -13.79 0.68 -0.5065
C -5.38 -15.16 1.23 -0.3869
O -5.78 -15.28 2.63 -0.5651
O -7.08 -13.41 0.95 -0.4500
H -5.55 -13.83 -0.40 0.3339
H -5.04 -13.01 1.07 0.3928
H -4.30 -15.24 1.18 0.4211
H -5.88 -15.93 0.64 0.2905
H -5.47 -16.15 2.92 0.2930
H -7.20 -12.54 0.56 0.2556
C -10.69 -14.13 0.58 -0.5864
C -10.38 -15.59 0.41 -0.2867
O -9.05 -15.90 0.92 -0.4688
O -10.88 -13.83 1.97 -0.4274
H -11.56 -13.87 -0.02 0.4418
H -9.87 -13.51 0.21 0.2352
H -10.45 -15.87 -0.64 0.4400
H -11.11 -16.17 0.98 0.2686
H -8.82 -16.76 0.56 0.2394
H -11.56 -13.16 2.11 0.2470
C -10.37 -16.96 4.79 -0.3397
C -9.42 -17.67 3.88 -0.4585
O -8.11 -17.08 3.87 -0.4293
O -10.46 -15.55 4.47 -0.4377
H -10.03 -17.07 5.82 0.3200
H -11.35 -17.44 4.69 0.3624
H -9.78 -17.69 2.85 0.1688
H -9.38 -18.69 4.28 0.4064
H -7.67 -17.38 4.68 0.2850
H -11.23 -15.20 4.94 0.2433
```

---

6.
Molecular formula: C4H4O2
Method: DFT, wB97M-V/def2-TZVPD

Charge: 0
Energy above the lowest of the compared OMol25 structures with the same formula, charge and spin in eV: 3.4949

Geometry as XYZ:
```
10
Properties=species:S:1:pos:R:3:mulliken_charge:R:1
C -1.07 -0.16 1.48 -0.2571
C 1.41 0.58 1.52 -0.2731
C 0.10 0.37 0.76 1.0641
C 0.33 -0.08 -0.64 -1.2533
O -1.63 -1.17 1.16 -0.4731
O 0.68 1.65 1.40 -0.1769
H -1.32 0.35 2.41 0.3708
H 0.37 -1.14 -0.82 0.3054
H 1.13 0.43 -1.22 0.3763
H -0.60 0.19 -1.14 0.3170
```

---

7.
Molecular formula: C35H41BrClN3O3PTi
Method: DFT, wB97M-V/def2-TZVPD

Charge: -1
<S²>: 2.05
Spin multiplicity: 3
Energy above the lowest of the compared OMol25 structures with the same formula, charge and spin in eV: 1.6003

Geometry as XYZ:
```
86
Properties=species:S:1:pos:R:3:mulliken_charge:R:1
Ti 0.17 -0.14 -0.57 -0.9790
Br -6.63 0.71 0.72 -0.2520
C -4.86 0.01 0.78 -0.2256
C -4.61 -1.24 0.24 -0.4771
C -3.32 -1.76 0.24 -0.3785
C -2.27 -1.00 0.77 0.0528
O -0.99 -1.34 0.67 -1.0781
C -2.57 0.24 1.37 0.0564
C -1.38 0.88 1.94 0.0696
N -0.89 1.99 1.56 -0.2573
C 0.39 2.29 2.11 0.0672
C 0.57 3.50 2.77 -0.3847
C 1.79 3.80 3.35 -0.8227
C 2.83 2.89 3.27 -0.9252
C 2.69 1.67 2.58 0.7601
C 3.73 0.70 2.53 -1.0842
C 3.50 -0.48 1.82 -0.7447
C 2.33 -0.66 1.14 -0.8034
N 1.31 0.26 1.12 0.8055
C 1.46 1.39 1.93 0.1435
C -3.85 0.77 1.35 -0.1744
H -5.42 -1.81 -0.20 0.4011
H -3.11 -2.71 -0.22 0.4191
H -0.84 0.26 2.66 0.3589
H -0.27 4.18 2.84 0.4546
H 1.93 4.74 3.87 0.3510
H 3.79 3.10 3.74 0.3922
H 4.66 0.89 3.05 0.3443
H 4.25 -1.27 1.79 0.4141
H 2.16 -1.56 0.56 0.5967
H -4.05 1.74 1.77 0.5426
Cl -5.21 -0.44 -5.29 -0.2822
C -4.00 -0.07 -4.08 0.1599
C -4.09 1.14 -3.39 -0.8457
C -3.13 1.42 -2.43 -0.2575
C -2.10 0.53 -2.16 0.8425
O -1.21 0.85 -1.20 0.9677
C -2.01 -0.72 -2.85 1.4312
C -1.02 -1.70 -2.62 -0.9209
O -0.03 -1.62 -1.76 -0.2230
C -3.01 -0.98 -3.83 -1.5878
H -4.90 1.82 -3.59 0.4201
H -3.16 2.33 -1.86 0.4495
H -1.06 -2.62 -3.20 0.1656
H -2.98 -1.91 -4.38 0.3872
C 0.74 0.67 -4.65 -2.2061
C 2.18 1.10 -4.35 2.5580
C 3.02 -0.17 -4.55 -1.9677
C 2.62 2.14 -5.39 -1.9841
P 2.29 1.63 -2.54 0.1810
N 1.53 0.62 -1.63 0.8746
C 1.53 3.34 -2.38 2.8950
C 1.13 3.56 -0.91 -2.3138
C 0.20 3.40 -3.16 -2.2017
C 2.41 4.51 -2.84 -1.9486
C 4.10 1.70 -2.01 2.6289
C 4.16 2.49 -0.69 -2.0367
C 4.57 0.27 -1.65 -1.6596
C 5.10 2.32 -2.99 -2.1094
H 0.71 0.20 -5.63 0.6346
H 0.03 1.50 -4.67 0.3221
H 0.39 -0.05 -3.91 0.2480
H 2.76 -0.60 -5.52 0.6409
H 2.81 -0.91 -3.78 0.2587
H 4.09 0.03 -4.56 0.3102
H 2.59 1.67 -6.38 0.5417
H 3.63 2.51 -5.23 0.2486
H 1.95 2.99 -5.43 0.3001
H 0.36 2.85 -0.61 0.0740
H 0.70 4.56 -0.83 0.8319
H 1.95 3.50 -0.20 0.1006
H -0.45 2.56 -2.90 0.1718
H 0.33 3.43 -4.24 0.2726
H -0.32 4.31 -2.86 0.6836
H 3.28 4.65 -2.21 0.3640
H 1.81 5.43 -2.78 0.5379
H 2.75 4.40 -3.87 0.2376
H 3.46 2.09 0.05 0.2198
H 3.96 3.55 -0.82 0.1097
H 5.16 2.39 -0.27 0.7366
H 3.77 -0.30 -1.19 0.1058
H 5.38 0.35 -0.93 0.5081
H 4.95 -0.27 -2.52 0.3575
H 4.84 3.34 -3.28 0.2714
H 5.22 1.73 -3.89 0.3166
H 6.08 2.36 -2.50 0.5366
```